1.
Below is 10 unconnected molecules or ions with the total composition C18H59N3O13 at a distorted geometry, with properties calculated with wB97M-V/def2-TZVPD.

XYZ file:
```
93
Properties=species:S:1:pos:R:3:mulliken_charge:R:1
O 2.395 -4.181 0.118 -0.66
H 2.474 -5.133 0.177 0.30
H 1.677 -4.038 -0.500 0.23
O 2.267 -2.505 -2.987 -0.55
H 1.461 -2.149 -3.362 0.24
H 2.945 -2.289 -3.627 0.28
O 3.047 -1.654 0.070 -0.69
H 2.829 -2.520 0.415 0.17
H 3.711 -1.823 -0.598 0.21
O 0.111 -4.019 -1.772 -0.57
H 0.023 -3.622 -2.639 0.19
H -0.315 -4.872 -1.854 0.28
O -0.269 -2.395 -4.232 -0.75
H -0.550 -2.059 -5.083 0.30
H -0.897 -2.027 -3.610 0.27
O -2.056 0.389 -0.996 -0.74
H -1.213 -0.051 -0.889 0.16
H -2.699 -0.242 -0.670 0.29
O 0.486 -1.354 -1.016 1.06
H 0.382 -2.280 -1.238 -0.23
H 1.376 -1.290 -0.668 0.04
C 0.806 -2.604 5.461 -0.74
O 1.860 -2.598 4.440 -0.40
C 1.378 -2.585 3.062 -0.19
C 1.037 -1.041 2.605 -0.62
N 2.233 -0.276 2.324 0.37
C 1.946 1.190 2.033 0.15
C 1.658 1.965 3.432 -0.75
O 2.850 1.807 4.334 -0.30
C 3.114 2.987 4.994 -0.81
H 1.218 -2.055 6.307 0.33
H 0.556 -3.638 5.698 0.31
H -0.106 -2.038 5.273 0.27
H 0.518 -3.242 2.927 0.32
H 2.089 -2.881 2.290 0.15
H 0.548 -0.538 3.440 0.34
H 0.351 -1.009 1.759 0.23
H 2.671 -0.666 1.502 0.46
H 1.176 1.308 1.270 0.39
H 2.889 1.550 1.623 -0.16
H 0.836 1.550 4.016 0.34
H 1.476 3.009 3.178 0.52
H 3.836 2.589 5.707 0.26
H 2.181 3.176 5.525 0.36
H 3.338 3.879 4.409 0.30
C -2.141 -2.975 0.806 -0.71
O -2.638 -1.637 1.052 -0.04
C -3.172 -1.516 2.395 -0.24
C -3.874 -0.202 2.606 -0.82
N -5.347 -0.126 2.537 -0.55
C -5.921 -0.730 1.313 -0.18
C -7.396 -0.429 1.012 -0.67
O -7.533 1.032 0.852 -0.33
C -8.918 1.393 0.979 -0.83
H -2.951 -3.705 0.798 0.42
H -1.316 -3.371 1.399 0.21
H -1.799 -3.086 -0.223 0.09
H -2.377 -1.596 3.136 -0.02
H -3.703 -2.421 2.689 0.54
H -3.657 0.433 1.747 0.42
H -3.647 0.321 3.535 0.37
H -5.685 0.816 2.405 0.29
H -5.755 -1.804 1.405 0.30
H -5.276 -0.492 0.468 0.13
H -8.183 -0.922 1.582 0.45
H -7.533 -0.809 0.000 0.31
H -9.518 1.051 0.136 0.33
H -8.977 2.464 0.783 0.28
H -9.470 1.177 1.894 0.32
C 4.710 2.512 -0.625 -0.89
O 3.790 2.052 -1.581 -0.38
C 2.389 2.226 -1.323 0.50
C 1.621 1.897 -2.558 -0.87
N 1.969 2.915 -3.490 -0.27
C 1.383 2.721 -4.775 -0.58
C 2.124 3.527 -5.861 -0.80
O 3.376 2.802 -6.184 -0.30
C 4.254 3.635 -6.934 -0.77
H 4.640 2.067 0.367 0.23
H 4.670 3.581 -0.413 0.40
H 5.739 2.473 -0.984 0.32
H 2.137 3.186 -0.873 0.49
H 2.024 1.470 -0.628 -0.66
H 0.548 1.973 -2.384 0.43
H 1.845 0.862 -2.816 0.21
H 2.958 2.730 -3.409 0.33
H 0.407 3.188 -4.639 0.42
H 1.282 1.728 -5.212 0.31
H 2.187 4.528 -5.433 0.39
H 1.540 3.612 -6.778 0.53
H 5.236 3.208 -7.138 0.26
H 4.522 4.558 -6.418 0.31
H 3.791 3.961 -7.865 0.30
```

Properties
* multiplicity: 2
* electronic energy: -50696.59093 eV
* E_LUMO (alpha / beta): -2.14 / -6.80 eV
* HOMO-LUMO gap (alpha / beta): 8.4 / 3.7 eV
* relative energy (zero: lowest compared OMol25 entry of this formula, charge and spin): 34.0 kcal/mol
* net charge: +1
* HOMO level (alpha / beta): -10.50 / -10.50 eV


2.
Below is 12 unconnected molecules or ions with the total composition C18H60N12O12 at a distorted geometry, with properties calculated with wB97M-V/def2-TZVPD.

XYZ file:
```
102
Properties=species:S:1:pos:R:3:mulliken_charge:R:1
N 1.640 -2.226 -2.011 0.41
C 1.410 -3.250 -2.788 0.45
N 2.276 -3.450 -3.721 -0.32
O 0.330 -4.098 -2.626 -0.74
H 1.070 -2.066 -1.135 0.32
H 2.329 -1.546 -2.267 0.10
H 2.075 -4.324 -4.158 0.31
H 3.129 -2.955 -3.981 0.14
N 3.784 -0.278 -1.604 -0.25
C 3.420 -0.018 -0.428 0.05
N 3.322 -1.009 0.399 -0.45
O 3.005 1.278 -0.125 -0.71
H 3.703 0.517 -2.204 0.23
H 4.415 -1.111 -1.883 0.31
H 3.034 -0.719 1.389 -0.08
H 3.391 -2.019 0.192 0.28
N -3.767 -1.236 -1.127 -0.06
C -4.527 -1.958 -0.453 0.62
N -5.614 -2.363 -1.112 -0.44
O -4.334 -2.283 0.875 -0.71
H -3.053 -0.776 -0.573 -0.23
H -3.901 -1.000 -2.111 0.25
H -6.271 -2.827 -0.612 0.25
H -5.894 -2.030 -2.005 0.13
N 0.334 0.822 -0.154 2.76
C -0.281 -0.287 0.221 -1.11
N 0.550 -1.295 0.297 2.12
O -1.655 -0.336 0.380 0.06
H -0.253 1.605 -0.399 -0.90
H 1.323 1.045 -0.185 -0.93
H 0.198 -2.138 0.671 -0.35
H 1.614 -1.151 0.283 -0.89
N 1.701 3.398 1.161 0.01
C 1.849 4.583 0.696 0.45
N 0.844 5.274 0.969 -0.52
O 2.986 5.030 -0.065 -0.71
H 2.258 2.607 0.826 -0.07
H 0.944 3.097 1.845 0.17
H 0.784 6.283 0.563 0.29
H 0.024 5.016 1.479 0.26
N -1.704 2.720 -0.512 -0.43
C -1.306 3.353 -1.544 0.49
N -0.638 4.430 -1.303 -0.19
O -1.606 2.996 -2.764 -0.78
H -2.307 1.983 -0.625 -0.07
H -1.512 3.093 0.443 0.17
H -0.364 5.081 -2.070 0.32
H -0.316 4.639 -0.337 0.14
C -0.766 -0.309 -2.925 0.83
C -0.544 -0.641 -4.325 -0.75
O -1.747 -0.566 -4.932 -0.55
H -1.446 0.549 -2.748 0.48
H 0.236 0.031 -2.552 -0.86
H -1.208 -1.199 -2.413 0.03
H -0.150 -1.681 -4.473 0.20
H 0.203 -0.067 -4.853 0.27
H -1.598 -0.764 -5.879 0.34
C 4.396 -0.291 3.732 -1.33
C 2.885 0.077 3.517 -0.05
O 2.245 -1.106 3.147 -0.48
H 5.034 0.566 3.904 0.38
H 4.761 -0.865 2.996 0.38
H 4.631 -0.859 4.647 0.41
H 2.836 0.792 2.628 0.02
H 2.504 0.505 4.451 0.40
H 2.317 -1.803 3.825 0.29
C 1.886 2.750 -3.132 -0.06
C 3.405 2.937 -3.331 -0.71
O 4.056 1.707 -3.570 -0.60
H 1.372 2.044 -3.814 0.17
H 1.336 3.630 -2.950 0.25
H 1.810 2.310 -2.102 -0.25
H 3.939 3.660 -2.766 0.29
H 3.443 3.574 -4.253 0.50
H 4.575 1.858 -4.385 0.32
C -1.615 -3.799 0.920 -0.44
C -0.321 -4.096 1.638 -0.65
O 0.798 -4.079 0.733 -0.47
H -1.762 -2.737 0.647 -0.39
H -2.485 -4.199 1.529 0.35
H -1.606 -4.288 -0.031 0.48
H -0.496 -5.091 2.156 0.38
H -0.194 -3.241 2.319 0.25
H 1.571 -4.328 1.270 0.25
C -4.317 1.534 0.796 -0.96
C -4.066 0.888 2.148 0.63
O -4.669 1.686 3.165 -0.63
H -5.378 1.696 0.568 0.41
H -4.029 0.867 -0.013 0.19
H -3.713 2.417 0.596 0.25
H -2.988 0.843 2.279 -0.37
H -4.423 -0.123 2.359 0.33
H -4.761 1.083 3.904 0.35
C -0.811 -0.707 3.987 -0.16
C -2.130 -1.382 4.377 -0.22
O -1.930 -2.143 5.606 -0.63
H -0.388 -0.206 4.840 0.48
H -0.971 -0.129 3.204 -0.19
H -0.217 -1.610 3.706 -0.05
H -2.440 -2.096 3.654 0.10
H -2.958 -0.835 4.747 0.36
H -2.551 -2.869 5.645 0.31
```

Properties
* electronic energy: -62085.43465 eV
* E_LUMO: -0.28 eV
* structure (SMILES): NC(N)=O.NC(N)=O.NC(N)=O.NC(N)=O.NC(N)=O.NC(N)=O.CCO.CCO.CCO.CCO.CCO.CCO
* HOMO-LUMO gap: 8.2 eV
* relative energy (zero: lowest compared OMol25 entry of this formula, charge and spin): 225.8 kcal/mol
* HOMO level: -8.47 eV


3.
Below is 13 unconnected molecules or ions with the total composition C18H62N6O13 at a distorted geometry, with properties calculated with wB97M-V/def2-TZVPD.

XYZ file:
```
99
Properties=species:S:1:pos:R:3:mulliken_charge:R:1
C -14.195 -8.022 26.780 0.52
C -15.251 -8.967 27.240 -0.73
O -15.337 -9.930 26.234 -0.50
H -14.379 -7.394 25.863 0.50
H -13.371 -8.655 26.504 -0.26
H -13.999 -7.299 27.569 -0.44
H -16.108 -8.405 27.686 0.23
H -14.893 -9.577 28.046 0.28
H -16.198 -9.886 25.771 0.31
C -12.630 -4.887 29.523 -1.39
C -11.603 -5.794 28.817 1.16
O -11.957 -5.712 27.442 1.38
H -12.578 -5.247 30.539 0.76
H -13.608 -4.968 29.026 0.06
H -12.353 -3.873 29.519 -0.06
H -11.726 -6.831 29.083 0.00
H -10.633 -5.505 29.060 -0.64
H -11.288 -5.616 26.808 -0.93
C -11.149 -9.417 28.532 -0.94
C -10.653 -8.924 27.207 0.90
O -10.943 -9.968 26.350 -0.63
H -10.755 -8.825 29.347 0.10
H -10.644 -10.405 28.782 0.35
H -12.245 -9.558 28.643 0.08
H -9.603 -8.693 27.198 0.31
H -11.135 -8.039 26.962 -0.44
H -11.813 -9.960 26.013 0.44
C -7.902 -6.866 25.709 0.24
C -7.757 -7.745 24.366 -0.61
O -8.721 -8.760 24.388 -0.55
H -7.526 -7.508 26.561 0.26
H -8.833 -6.480 25.906 -0.74
H -7.237 -6.020 25.595 0.48
H -6.717 -8.121 24.393 0.44
H -7.838 -7.114 23.506 0.28
H -9.602 -8.384 24.409 0.18
C -9.509 -3.084 30.469 -0.09
C -8.911 -1.652 30.582 -0.75
O -7.718 -1.655 29.880 -0.46
H -9.556 -3.488 29.401 -0.26
H -10.547 -2.975 30.905 0.20
H -8.902 -3.807 31.050 0.34
H -8.908 -1.251 31.592 0.31
H -9.541 -1.101 29.956 0.34
H -7.596 -0.740 29.686 0.32
C -12.471 -2.435 27.077 0.20
O -11.215 -2.539 27.697 -0.78
N -13.001 -1.329 26.693 -0.22
N -13.154 -3.449 26.774 -0.16
H -12.651 -0.441 27.075 0.37
H -13.899 -1.213 26.254 0.20
H -12.938 -4.342 27.181 -0.10
H -14.104 -3.380 26.400 0.15
C -11.707 -7.436 23.811 0.42
O -12.268 -8.666 23.441 -0.83
N -10.668 -6.898 23.220 -0.20
N -12.172 -6.731 24.742 -0.06
H -10.346 -7.335 22.317 0.28
H -10.257 -5.992 23.380 0.14
H -13.101 -6.964 24.924 0.06
H -11.826 -5.744 24.933 -0.21
C -10.148 -4.129 24.780 0.30
O -9.280 -4.458 23.770 -0.81
N -9.748 -3.823 25.973 0.33
N -11.503 -4.181 24.759 -0.12
H -8.764 -3.813 26.284 0.16
H -10.364 -3.494 26.737 0.06
H -11.823 -4.266 23.821 0.37
H -12.166 -3.787 25.464 -0.02
C -14.927 -1.430 29.400 -0.42
O -16.000 -1.880 28.660 -0.56
H -15.216 -1.006 30.359 0.47
H -14.330 -0.621 28.891 0.16
H -14.238 -2.123 29.770 0.12
H -15.766 -2.712 28.142 0.22
C -7.557 -4.953 28.350 -0.36
O -6.919 -3.968 27.595 -0.57
H -7.641 -4.726 29.386 0.63
H -6.986 -5.894 28.177 0.39
H -8.550 -5.106 27.896 -0.40
H -6.386 -3.572 28.272 0.33
C -16.590 -5.356 27.837 -0.23
O -16.662 -4.074 27.314 -0.48
H -17.373 -6.003 27.462 0.43
H -16.878 -5.242 28.891 0.29
H -15.646 -5.841 27.586 -0.22
H -17.403 -3.964 26.756 0.26
C -9.200 -6.848 31.147 -0.05
O -8.713 -7.350 29.981 -0.35
H -10.151 -7.167 31.536 0.28
H -9.221 -5.838 31.048 -0.32
H -8.384 -7.023 31.964 0.31
H -7.804 -7.376 29.906 0.26
C -12.017 -0.306 30.465 -0.54
O -11.193 0.602 31.128 -0.54
H -11.574 -0.464 29.488 0.22
H -13.019 0.145 30.273 0.35
H -12.263 -1.284 30.863 0.18
H -11.365 1.507 30.713 0.32
```

Properties
* electronic energy: -55222.21133 eV
* E_LUMO: -0.37 eV
* HOMO-LUMO gap: 8.1 eV
* relative energy (zero: lowest compared OMol25 entry of this formula, charge and spin): 62.5 kcal/mol
* HOMO level: -8.44 eV


4.
Below is 13 unconnected molecules or ions with the total composition C18H62O13 at a distorted geometry, with properties calculated with wB97M-V/def2-TZVPD.

XYZ file:
```
93
Properties=species:S:1:pos:R:3:mulliken_charge:R:1
C -3.862 0.322 -0.598 0.36
C -5.070 0.680 -1.447 -0.68
O -6.189 0.623 -0.549 -0.54
H -3.676 1.056 0.235 0.06
H -2.972 0.216 -1.222 -0.40
H -4.000 -0.688 -0.147 0.11
H -5.175 -0.143 -2.118 0.31
H -5.000 1.707 -1.825 0.42
H -6.903 1.119 -1.015 0.32
C -0.498 0.636 0.312 0.63
C -0.353 -0.349 -0.868 0.80
O 0.939 -0.893 -0.873 1.61
H 0.186 1.461 0.140 -0.63
H -0.492 0.186 1.280 -0.40
H -1.371 1.243 0.325 0.02
H -0.425 0.326 -1.690 -0.31
H -1.172 -1.067 -0.951 -0.20
H 0.765 -1.888 -0.877 -0.73
C -0.011 -3.117 -3.213 -1.08
C -0.391 -3.692 -1.903 -0.15
O 0.760 -3.693 -1.070 -0.48
H 0.085 -2.100 -3.196 0.10
H -0.744 -3.282 -3.906 0.55
H 0.863 -3.547 -3.685 0.31
H -0.663 -4.711 -2.077 0.61
H -1.268 -3.184 -1.460 -0.21
H 1.239 -4.512 -1.249 0.33
C -1.112 -2.808 1.806 -0.78
C -2.491 -2.334 1.511 0.47
O -3.385 -3.121 2.254 -0.63
H -0.818 -3.579 1.101 0.31
H -0.844 -3.035 2.806 0.63
H -0.416 -2.022 1.627 -0.34
H -2.776 -2.406 0.480 0.09
H -2.682 -1.282 1.807 -0.19
H -4.276 -2.841 2.142 0.32
C 1.570 0.655 -3.595 -1.21
C 1.817 2.007 -3.003 0.27
O 0.873 2.893 -3.570 -0.58
H 0.560 0.302 -3.509 0.15
H 2.139 -0.137 -3.015 0.05
H 1.792 0.615 -4.652 0.55
H 2.779 2.409 -3.333 0.46
H 1.789 1.936 -1.940 -0.04
H 0.931 3.686 -3.029 0.31
C -1.943 2.604 -2.379 0.12
O -1.983 3.662 -3.351 -0.62
H -2.539 2.922 -1.485 0.17
H -0.933 2.538 -2.063 -0.14
H -2.295 1.648 -2.803 0.16
H -1.319 3.416 -4.040 0.36
C -0.188 4.109 1.465 -0.92
O -0.972 3.681 0.370 -0.37
H 0.553 4.784 1.102 0.29
H 0.242 3.354 2.111 0.26
H -0.806 4.709 2.080 0.41
H -0.939 4.396 -0.243 0.30
C -2.550 1.862 3.111 -0.51
O -1.406 1.242 3.436 -0.35
H -3.136 2.186 3.966 0.38
H -3.051 1.245 2.456 0.21
H -2.182 2.722 2.510 0.02
H -1.574 0.661 4.160 0.23
C 2.533 0.837 1.948 0.03
O 2.737 0.802 0.511 -0.74
H 2.074 1.778 2.280 0.12
H 3.383 0.637 2.567 0.44
H 1.715 0.119 2.138 -0.41
H 2.032 0.283 0.014 -0.04
C 0.639 -1.154 4.600 -0.39
O 0.899 -2.507 4.851 -0.60
H 0.351 -0.658 5.520 0.53
H -0.239 -0.863 4.000 -0.10
H 1.501 -0.608 4.245 0.25
H 0.117 -2.859 5.209 0.32
C 3.565 -2.701 -1.556 0.24
O 4.861 -3.036 -1.994 -0.60
H 2.823 -2.861 -2.377 -0.04
H 3.645 -1.638 -1.339 -0.10
H 3.343 -3.306 -0.685 0.13
H 4.781 -3.935 -2.340 0.31
C 3.723 4.002 -0.777 -0.81
O 2.534 3.526 -0.137 -0.39
H 3.500 4.676 -1.599 0.25
H 4.199 3.105 -1.218 0.28
H 4.388 4.579 -0.142 0.27
H 2.671 2.674 0.245 0.39
C 2.628 -2.697 1.874 0.53
O 2.917 -2.977 3.204 -0.63
H 1.668 -2.179 1.956 -0.53
H 2.560 -3.569 1.202 0.02
H 3.352 -2.012 1.482 0.21
H 2.088 -2.855 3.670 0.43
```

Properties
* electronic energy: -46281.82023 eV
* E_LUMO: 0.25 eV
* HOMO-LUMO gap: 9.9 eV
* relative energy (zero: lowest compared OMol25 entry of this formula, charge and spin): 186.0 kcal/mol
* HOMO level: -9.62 eV


Among the records above, which one has the highest electronic energy?
C18H62O13


Which formula does entry 2 have?
C18H60N12O12